(1)
{"formula": "C54H88O54", "method": "ωB97M-V with the def2-TZVPD basis set", "gap_ev": 9.71, "charge": 0, "total_energy_ha": -6173.1896, "e_lumo_ev": -0.311, "elements": ["C", "C", "O", "C", "O", "O", "H", "H", "H", "H", "C", "C", "O", "C", "O", "O", "H", "H", "H", "H", "C", "C", "O", "C", "O", "O", "H", "H", "H", "H", "C", "C", "O", "C", "O", "O", "H", "H", "H", "H", "C", "C", "O", "C", "O", "O", "H", "H", "H", "H", "C", "C", "O", "C", "O", "O", "H", "H", "H", "H", "C", "C", "O", "C", "O", "O", "H", "H", "H", "H", "C", "C", "O", "C", "O", "O", "H", "H", "H", "H", "C", "C", "O", "C", "O", "O", "H", "H", "H", "H", "C", "C", "O", "C", "O", "O", "H", "H", "H", "H", "C", "O", "C", "O", "O", "C", "H", "H", "H", "H", "H", "H", "C", "O", "C", "O", "O", "C", "H", "H", "H", "H", "H", "H", "C", "O", "C", "O", "O", "C", "H", "H", "H", "H", "H", "H", "C", "O", "C", "O", "O", "C", "H", "H", "H", "H", "H", "H", "C", "O", "C", "O", "O", "C", "H", "H", "H", "H", "H", "H", "C", "O", "C", "O", "O", "C", "H", "H", "H", "H", "H", "H", "C", "O", "C", "O", "O", "C", "H", "H", "H", "H", "H", "H", "C", "O", "C", "O", "O", "C", "H", "H", "H", "H", "H", "H"], "positions_angstrom": [[1.635750, 3.992511, -2.665844], [0.510210, 4.046321, -1.671244], [-0.617020, 3.967181, -2.474424], [-0.335480, 3.702321, -3.761164], [-1.123280, 3.619121, -4.742964], [0.989670, 3.703171, -3.886024], [2.297320, 3.176781, -2.374304], [2.161040, 4.943281, -2.756384], [0.587400, 5.039451, -1.228714], [0.590190, 3.226151, -0.957784], [-6.188610, 4.712921, 0.159426], [-4.744430, 4.539901, 0.665696], [-3.959030, 4.753741, -0.415734], [-4.722480, 4.720021, -1.487904], [-4.183590, 4.554271, -2.572264], [-6.030610, 4.679131, -1.187064], [-6.424690, 5.728831, 0.476146], [-6.999460, 4.025811, 0.401296], [-4.417330, 3.664861, 1.227316], [-4.473300, 5.319631, 1.377466], [-3.984020, -3.730339, -3.199294], [-4.605750, -4.761189, -4.092084], [-4.477940, -4.237649, -5.438774], [-3.925690, -3.038629, -5.389264], [-3.932370, -2.281189, -6.346394], [-3.509050, -2.732879, -4.077234], [-3.084530, -4.194469, -2.794824], [-4.479790, -3.328429, -2.315674], [-5.606740, -5.090449, -3.813324], [-3.950630, -5.630089, -4.154804], [-2.019090, 0.212681, -6.527234], [-1.051810, -0.850639, -6.117984], [-0.096170, -0.848099, -7.141464], [-0.477120, -0.154409, -8.171474], [0.060880, -0.070529, -9.251494], [-1.659700, 0.352451, -7.855744], [-1.807410, 1.140421, -5.995654], [-3.038840, -0.105019, -6.309824], [-1.498150, -1.845049, -6.122824], [-0.693330, -0.527199, -5.140754], [-1.306570, 3.992651, 4.634676], [-1.349100, 3.218631, 3.357976], [-1.971020, 4.079171, 2.570716], [-1.851700, 5.311931, 2.986786], [-2.185940, 6.303561, 2.408186], [-1.368120, 5.297311, 4.181156], [-0.346070, 3.900621, 5.141686], [-2.131120, 3.628161, 5.247356], [-1.950820, 2.313851, 3.444096], [-0.378550, 3.048761, 2.891856], [2.385680, 7.850031, 3.173636], [1.836730, 7.373331, 1.883666], [1.614710, 5.989371, 2.095316], [1.956820, 5.655691, 3.376176], [1.908590, 4.509291, 3.932906], [2.338750, 6.775191, 3.967216], [1.791120, 8.666491, 3.583506], [3.389000, 8.240071, 3.002436], [2.713550, 7.495881, 1.247846], [0.964610, 7.867701, 1.455766], [4.860480, 3.965581, 0.891756], [5.755370, 5.164111, 1.186786], [5.179300, 6.148721, 0.405096], [4.313740, 5.646481, -0.528704], [3.817240, 6.347251, -1.445354], [4.252810, 4.293781, -0.405404], [4.066130, 3.876011, 1.632766], [5.476900, 3.067071, 0.863466], [6.809360, 5.000351, 0.962306], [5.734640, 5.371531, 2.256666], [-3.134140, -5.838139, 3.312506], [-2.605130, -4.555579, 3.971106], [-3.657670, -4.438849, 4.958066], [-4.309580, -5.551529, 5.332096], [-5.137860, -5.664519, 6.274126], [-4.014040, -6.433269, 4.367896], [-2.324260, -6.428409, 2.883806], [-3.601540, -5.585379, 2.360796], [-2.510490, -3.840809, 3.153646], [-1.631480, -4.874009, 4.343566], [-6.331520, -4.441559, 1.724146], [-6.602710, -3.743169, 0.396596], [-5.408890, -3.287809, 0.018046], [-4.636260, -3.128109, 1.101506], [-3.526540, -2.609439, 1.104386], [-5.252510, -3.606349, 2.203926], [-6.084470, -5.468499, 1.454946], [-7.285830, -4.451509, 2.250746], [-7.320250, -2.932629, 0.524046], [-6.872580, -4.553329, -0.280844], [3.672490, 0.135871, -7.224494], [5.230180, 0.257791, -7.164764], [5.616650, 0.660171, -5.856464], [4.465980, 1.124511, -5.180804], [4.397670, 1.675961, -4.106034], [3.368810, 0.640731, -5.971454], [3.297020, -0.868099, -7.422424], [3.208610, 0.859601, -7.894654], [5.529910, 0.989391, -7.915114], [5.638550, -0.732429, -7.366744], [-4.798450, 1.060091, -2.869794], [-6.104720, 1.402351, -2.338534], [-7.293460, 1.004501, -2.887874], [-8.404590, 1.592371, -2.739144], [-7.054830, -0.023159, -3.715164], [-8.175700, -0.765839, -4.183704], [-4.208710, 1.919631, -2.551184], [-4.747920, 0.921521, -3.949774], [-4.431130, 0.117001, -2.465134], [-9.083260, -0.581879, -3.608724], [-7.965470, -1.781689, -3.849104], [-8.173390, -0.783719, -5.273554], [5.345420, -2.541149, 1.486386], [4.798980, -1.579649, 2.378286], [5.582780, -0.555299, 2.638966], [6.698110, -0.348099, 2.157106], [5.000770, 0.158091, 3.694096], [5.396740, 1.386151, 4.172526], [6.144010, -2.150909, 0.855446], [4.564170, -2.725219, 0.748906], [5.762870, -3.400519, 2.011096], [5.086990, 2.033931, 3.352446], [6.474560, 1.418741, 4.331726], [4.909950, 1.552731, 5.133456], [-1.622340, -0.499709, 1.816386], [-0.323740, -0.042759, 1.959986], [0.428160, 0.265321, 0.827276], [-0.036880, 0.383491, -0.294784], [1.656630, 0.504351, 1.208946], [2.655980, 0.949441, 0.286436], [-1.662120, -1.431299, 2.380876], [-1.857270, -0.699459, 0.770916], [-2.207820, 0.237581, 2.365676], [3.233700, 1.742191, 0.761726], [2.217400, 1.297401, -0.648804], [3.432960, 0.245711, -0.012144], [0.794540, -3.038629, 4.199186], [0.579130, -1.654529, 4.552966], [1.526100, -0.811039, 4.935756], [2.743290, -1.058819, 5.033376], [0.785470, 0.256091, 5.141046], [1.293260, 1.471481, 5.665106], [0.988160, -3.629549, 5.094416], [1.603810, -3.260829, 3.503626], [-0.111590, -3.388599, 3.704666], [2.319920, 1.456551, 6.030936], [0.649890, 1.937101, 6.411686], [1.295300, 2.125981, 4.793476], [1.921330, -1.500519, -3.215124], [3.025810, -2.178579, -3.565634], [4.118270, -2.325219, -2.806564], [4.415820, -1.617349, -1.869544], [4.888020, -3.244699, -3.388204], [6.119350, -3.676199, -2.873874], [2.184780, -0.462699, -3.419114], [1.848500, -1.646829, -2.137444], [0.972400, -1.737319, -3.696334], [6.159800, -4.765359, -2.860124], [6.264090, -3.248329, -1.881864], [7.023610, -3.392049, -3.412074], [-4.109100, 2.164831, 6.413046], [-4.744450, 1.921761, 5.185256], [-4.465130, 0.877511, 4.429216], [-3.487140, 0.158461, 4.515076], [-5.533830, 0.712971, 3.616866], [-5.506580, -0.332739, 2.641476], [-3.131770, 1.730981, 6.624496], [-4.813340, 1.645111, 7.062696], [-4.195510, 3.207931, 6.717306], [-4.661300, -0.216359, 1.963196], [-6.415410, -0.294139, 2.040946], [-5.440260, -1.304629, 3.130486], [0.252260, -3.197059, 0.433576], [0.039410, -4.497549, 0.910296], [-0.997830, -5.221589, 0.519456], [-1.877750, -4.884759, -0.319424], [-0.807410, -6.402799, 1.049146], [-1.465840, -7.540989, 0.556246], [-0.549080, -2.569689, 0.823896], [0.256090, -3.016239, -0.641314], [1.206640, -2.805929, 0.786116], [-1.011130, -7.911529, -0.362464], [-2.519050, -7.305539, 0.403196], [-1.345690, -8.289789, 1.339176], [7.391650, -0.233009, -1.361084], [7.790630, -1.617959, -1.380824], [8.537570, -2.119969, -0.437344], [8.872170, -1.634769, 0.621356], [8.884290, -3.299699, -0.770014], [9.469090, -4.124059, 0.294176], [6.478810, -0.153259, -1.951394], [8.083920, 0.512241, -1.752814], [7.265200, 0.066031, -0.320564], [9.877420, -5.025199, -0.163334], [8.695130, -4.503979, 0.961066], [10.110220, -3.490819, 0.907406]], "atomic_forces_ev_per_a": [[0.83, -0.38, 0.14], [1.12, 0.83, 0.26], [-2.64, -0.47, -0.46], [-1.93, 0.80, -3.14], [2.74, -0.14, 4.25], [0.48, -0.66, -1.28], [0.41, 0.17, -0.54], [0.15, -0.24, -0.05], [-0.62, -0.25, 0.64], [-0.50, 0.15, 0.14], [0.09, 0.66, 2.30], [-0.38, 0.19, 3.94], [0.90, 0.26, -0.79], [2.05, -1.68, -3.77], [-2.06, 0.89, 1.30], [0.61, 0.20, -3.10], [-0.74, 0.04, -0.05], [0.43, -0.13, 0.51], [-0.47, -0.75, -0.52], [-0.43, 0.27, 0.18], [1.95, -0.48, 0.92], [0.44, -1.32, -0.73], [-0.82, -0.28, 0.87], [-0.74, 2.42, -0.52], [0.84, -1.37, 2.26], [-0.62, 0.65, -2.45], [0.05, 0.03, 0.38], [-0.67, 0.20, -0.57], [-0.15, 0.35, -0.54], [-0.32, -0.26, 0.49], [0.20, 0.14, 1.21], [-0.67, -0.50, 1.18], [3.03, -1.33, 1.32], [-0.73, 0.22, -1.82], [-0.30, 0.04, 1.44], [-1.97, 1.90, -2.74], [-0.11, 0.21, -0.08], [-0.05, 0.16, -0.78], [0.03, 0.08, 0.36], [0.75, -0.69, -0.07], [1.68, -1.84, 1.36], [1.82, -2.81, 1.30], [-3.06, 1.41, -4.60], [-1.26, 1.84, -1.45], [0.09, -0.10, -0.39], [0.61, 1.67, 2.68], [-0.25, -0.25, 0.26], [-0.18, 0.87, 0.35], [0.37, -0.22, -0.01], [0.33, -0.60, 0.47], [-0.54, 3.45, -0.76], [0.91, 0.18, -1.79], [-0.21, -1.80, 0.67], [-0.66, -3.31, 0.86], [0.14, 4.91, -2.77], [0.73, -2.65, 3.65], [0.00, -0.04, 0.32], [0.21, -0.23, 0.50], [-0.62, -0.36, -1.05], [-0.03, -0.24, 0.29], [0.26, -0.05, -0.19], [0.05, -1.47, 0.80], [-1.06, 1.68, -0.88], [-0.13, 1.85, -3.22], [1.51, -2.93, 3.92], [0.14, 0.64, 0.86], [-0.09, -0.10, -0.10], [-0.47, -0.19, -0.45], [-0.05, 0.07, -0.55], [-0.28, 0.48, -0.04], [-0.09, 0.32, -0.12], [-1.18, -3.42, -0.42], [0.86, 3.27, 1.64], [-2.04, 0.47, 0.86], [3.76, 0.29, -3.92], [0.67, -1.70, -1.65], [-0.02, -0.96, 1.31], [-1.43, -0.06, 0.48], [-0.52, 0.92, 0.90], [-0.10, 0.88, 0.93], [-1.05, 0.60, -1.29], [-2.95, -2.20, 0.80], [3.46, 1.57, -0.94], [3.02, 1.43, 0.29], [-2.69, -1.28, 0.01], [-0.40, -1.04, 0.14], [0.84, -0.04, 0.79], [0.68, 0.27, 0.97], [-0.24, -0.07, -0.38], [-0.79, 0.58, -0.40], [1.48, 1.19, -0.05], [-0.45, -0.90, -1.33], [-1.77, 1.28, 0.97], [-0.47, -1.78, -0.89], [0.17, -1.25, -2.72], [-0.19, 1.53, 4.08], [-0.03, 0.05, 0.44], [0.22, -0.41, -0.60], [0.46, -0.06, 0.22], [0.45, 0.28, 0.02], [-0.15, -0.09, 0.04], [-1.88, 0.09, -0.23], [-1.39, 2.39, -0.35], [4.30, -2.49, 0.10], [-0.40, 0.27, 0.45], [0.34, -1.42, 0.73], [0.24, -0.30, -0.21], [-0.46, 0.44, -0.02], [-0.11, 0.08, 0.42], [-0.14, 0.94, -0.76], [0.28, -0.36, -0.34], [-0.54, 0.46, 0.21], [0.19, 0.07, -1.42], [-0.05, 0.20, 0.11], [2.24, 1.81, 1.88], [-2.49, 0.25, 0.85], [-0.57, -3.75, -1.80], [1.04, 0.51, -0.89], [0.15, 0.41, 0.43], [-0.17, -0.71, 0.40], [-0.52, -0.04, 0.11], [0.18, 1.15, 0.65], [0.14, 0.21, -0.12], [-0.26, 0.07, -0.34], [-0.59, -0.44, 0.32], [3.78, 0.89, -1.53], [-2.49, 0.27, -0.09], [0.70, -0.47, 1.11], [1.07, -0.38, 0.64], [0.31, 0.67, -0.77], [-0.29, -0.02, -0.02], [-0.40, 0.39, 0.15], [-0.69, -0.24, -0.55], [-0.51, 0.19, 0.17], [-0.20, 0.14, 0.18], [-0.53, -0.91, 0.39], [0.41, 0.18, 0.24], [-0.52, -2.26, -1.03], [2.55, -1.74, -0.15], [-3.42, 1.27, 0.09], [0.27, 1.30, 1.34], [0.76, 1.00, -1.17], [-0.13, 0.06, 0.09], [0.29, 0.70, 0.03], [-0.06, 0.32, 0.27], [-0.07, -0.58, 0.07], [-0.24, -0.66, 0.07], [0.15, 0.41, 0.16], [-0.74, 2.71, 2.37], [2.61, -3.71, -2.17], [0.41, 1.33, -0.39], [-0.39, -0.73, 0.12], [-0.98, -0.20, -1.11], [0.99, -0.02, 1.51], [-0.77, 0.48, 0.23], [-0.76, 0.50, 0.24], [0.56, -0.65, -0.39], [-0.49, 0.01, 0.16], [-0.09, -0.35, 0.05], [-0.51, 0.59, -0.63], [-1.03, -0.99, 1.86], [0.07, 1.15, -1.36], [0.15, -1.47, 0.07], [-0.92, 0.81, -0.36], [0.29, 0.33, -0.04], [0.57, -0.31, 0.02], [0.13, 0.11, -0.80], [0.36, 0.02, 0.84], [0.26, 0.07, -0.69], [0.10, 0.02, 0.10], [-0.09, 0.35, 0.34], [0.06, 0.08, 0.06], [-0.72, 1.97, -0.12], [0.41, -0.47, 0.23], [-1.46, 1.51, -3.80], [2.37, -1.11, 2.82], [0.45, -0.33, 0.85], [-0.79, -0.41, 0.05], [0.11, 0.15, -0.02], [-0.20, -0.88, -0.21], [-0.03, -0.48, 0.38], [0.01, 0.22, -0.04], [-0.02, -0.23, -0.14], [-0.13, -0.01, -0.15], [-0.31, 0.42, 0.91], [-0.41, 1.25, -1.61], [0.55, 1.98, 2.56], [-0.43, 0.92, -0.33], [0.85, -4.25, -0.73], [-0.67, 0.36, -0.10], [0.01, -0.25, 0.31], [0.68, -0.72, -0.39], [-0.45, -0.12, 0.04], [0.46, 0.57, -0.21], [-0.39, 0.33, -0.07], [0.37, -0.40, -0.36]]}



(2)
{"formula": "C6H10OS", "method": "ωB97M-V with the def2-TZVPD basis set", "gap_ev": 8.53, "charge": 0, "total_energy_ha": -707.7144, "e_lumo_ev": -0.445, "elements": ["C", "C", "C", "C", "C", "C", "H", "H", "H", "H", "H", "H", "H", "H", "H", "H", "O", "S"], "positions_angstrom": [[0.047031, -1.411852, -0.705599], [-0.000343, -0.561011, 0.582676], [-1.176124, 0.522711, 0.421762], [-0.455782, 1.518149, -0.525701], [0.853082, 1.452931, -0.466185], [1.357661, 0.317893, 0.573944], [-1.322461, -1.451928, -1.599906], [1.130112, -0.949574, -1.590382], [0.396185, -2.726998, -0.190015], [-0.088176, -1.083247, 1.505207], [-1.262643, 1.027118, 1.364043], [-3.537696, 0.202356, 1.462217], [-1.010705, 2.383774, -0.882087], [1.559159, 2.026804, -1.221507], [1.553834, 0.778925, 1.512009], [2.515653, -1.337774, 0.144563], [2.265562, -0.490796, -0.177064], [-2.824344, -0.217479, -0.207976]], "atomic_forces_ev_per_a": [[0.91, -2.91, -2.47], [-0.61, 2.34, -1.71], [1.78, -0.91, -1.27], [-1.72, 0.38, 1.31], [2.79, -0.43, -0.63], [-3.36, -1.00, -4.63], [3.83, -0.05, 2.79], [-4.18, -1.85, 2.80], [-1.29, 3.87, -2.28], [-0.25, -0.83, 0.50], [-0.85, 0.11, 0.51], [1.24, -0.97, -3.80], [0.05, -0.45, -0.72], [-1.33, -1.00, 2.17], [1.07, -0.13, 0.85], [-0.03, -0.91, 1.12], [2.09, 2.83, 0.63], [-0.15, 1.93, 4.84]]}